Entry A
# C21H24N2O5

One molecule with the formula C21H24N2O5 (wB97M-V/def2-TZVPD, the OMol25 dataset).

Calculated values
- structure (SMILES) = CCOC(=O)CNC(=O)[C@@H](Cc1ccccc1)NC(=O)OCc1ccccc1

```
! wB97M-V def2-TZVPD RIJCOSX def2/J DEFGRID3
* xyz 0 1
C 3.01102 -5.66457 2.45667
C 2.09291 -5.67760 1.24378
O 2.22326 -4.47370 0.47936
C 1.52911 -3.41422 0.89443
O 0.77280 -3.40719 1.82639
C 1.81672 -2.20919 0.00744
N 0.99619 -1.08709 0.37020
C 1.50358 -0.00504 0.98736
O 2.68443 0.16720 1.20175
C 0.41483 1.02624 1.35423
C 0.99247 2.14025 2.22954
C -0.06053 3.16077 2.55384
C -0.10896 4.37553 1.88299
C -1.10869 5.29353 2.15530
C -2.07569 5.00524 3.10200
C -2.03495 3.79733 3.77835
C -1.03484 2.88237 3.50496
N -0.15804 1.58839 0.14514
C -1.15134 0.99097 -0.53624
O -1.60638 -0.10066 -0.26677
O -1.56514 1.76698 -1.55565
C -2.53375 1.18921 -2.44119
C -1.85252 0.41478 -3.53927
C -1.49831 -0.91403 -3.33960
C -0.83080 -1.61397 -4.32915
C -0.51361 -0.99433 -5.52610
C -0.86247 0.32995 -5.72971
C -1.52552 1.03277 -4.73903
H 2.72278 -4.86250 3.13156
H 4.04186 -5.51211 2.14659
H 2.93363 -6.61195 2.98222
H 1.04972 -5.78513 1.55780
H 2.36041 -6.47966 0.55324
H 1.66628 -2.48948 -1.03951
H 2.86199 -1.91476 0.14952
H -0.01030 -1.16884 0.27206
H -0.38828 0.49725 1.88221
H 1.38103 1.68305 3.14057
H 1.83178 2.59665 1.70210
H 0.64956 4.61386 1.14959
H -1.13204 6.23541 1.62676
H -2.85668 5.72008 3.31480
H -2.78498 3.56858 4.52121
H -1.00491 1.94204 4.03653
H 0.16324 2.49100 -0.16567
H -3.09308 2.03686 -2.84178
H -3.19578 0.53769 -1.86185
H -1.74575 -1.39284 -2.40392
H -0.56068 -2.64733 -4.16735
H 0.00460 -1.54228 -6.29922
H -0.61642 0.81705 -6.66181
H -1.79376 2.06741 -4.89665
*
```

natural (NBO) population analysis, charges in e, atoms 1 to 4: -0.6346 -0.0756 -0.5072 0.7866

Entry B
# C21H24N2O5

One molecule with the formula C21H24N2O5 (wB97M-V/def2-TZVPD, the OMol25 dataset).

Calculated values
- structure (SMILES) = Cc1c(OCC(=O)N2CCC(C(N)=O)CC2)ccc2c3c(c(=O)oc12)CCC3

```
! wB97M-V def2-TZVPD RIJCOSX def2/J DEFGRID3
* xyz 0 1
C -2.66688 1.68036 0.59181
C -1.39143 1.67534 -0.19277
C -0.90471 0.48012 -0.73331
O -1.67418 -0.61623 -0.48940
C -1.29734 -1.85830 -1.04442
C -0.02619 -2.47778 -0.46119
O 0.86193 -2.87269 -1.19842
N 0.06385 -2.55798 0.88086
C -1.00761 -2.33410 1.82567
C -1.67420 -3.67285 2.20451
C -0.72761 -4.83047 1.86323
C -0.85759 -5.14370 0.36562
N 0.15772 -5.83513 -0.18867
O -1.85054 -4.85128 -0.26779
C 0.68840 -4.44901 2.30524
C 1.18962 -3.26308 1.46343
C 0.28584 0.45904 -1.46337
C 0.99010 1.62304 -1.66422
C 0.53405 2.83528 -1.14345
C 1.19212 4.09281 -1.29969
C 0.66572 5.22135 -0.76783
C -0.56492 5.21847 -0.01398
O -1.10143 6.17385 0.49373
O -1.16265 3.98992 0.13259
C -0.66484 2.84722 -0.40194
C 1.49499 6.42911 -1.07642
C 2.80483 5.82331 -1.61237
C 2.45994 4.38513 -2.04273
H -2.50465 1.23918 1.57482
H -3.41963 1.08510 0.07986
H -3.02407 2.69700 0.72042
H -1.15823 -1.78319 -2.12889
H -2.12816 -2.54339 -0.84722
H -0.55726 -1.87152 2.71023
H -1.73572 -1.63912 1.41573
H -2.59659 -3.80993 1.63987
H -1.91581 -3.67892 3.26723
H -1.05045 -5.73340 2.39275
H 1.03283 -5.98216 0.27895
H 0.13219 -5.97157 -1.18639
H 1.38053 -5.28875 2.23340
H 0.64065 -4.16716 3.35922
H 1.76730 -2.56750 2.08207
H 1.81948 -3.59140 0.63419
H 0.66861 -0.46318 -1.86775
H 1.90732 1.60391 -2.23124
H 1.64349 7.05464 -0.19698
H 0.99066 7.03876 -1.83042
H 3.21784 6.40588 -2.43334
H 3.54625 5.79461 -0.81325
H 3.25377 3.67876 -1.79997
H 2.27263 4.32164 -3.11801
*
```

natural (NBO) population analysis, charges in e, atoms 1 to 4: -0.6351 -0.1152 0.3330 -0.4961

Least stable: entry B